1.
113
Properties=species:S:1:pos:R:3 method="wB97M-V/def2-TZVPD" e_homo_ev=-10.098 relative_energy_kcal_mol=38.2 lumo_ev=-2.49 total_charge=+1 fmax_ev_per_a=2.830 orbital_gap_ev=7.612
Sr -0.349 0.799 0.687
C 4.568 -2.550 3.004
O 5.560 -1.574 3.349
C 6.653 -1.457 2.559
C 7.882 -1.356 3.203
C 9.053 -1.218 2.478
C 9.016 -1.185 1.085
C 7.795 -1.250 0.444
C 6.615 -1.360 1.170
N 5.378 -1.373 0.430
C 4.305 -0.643 0.624
C 4.082 0.424 1.498
C 5.109 1.189 2.141
C 4.795 2.116 3.077
C 3.428 2.270 3.450
C 2.423 1.579 2.844
C 2.693 0.670 1.775
O 1.744 0.057 1.158
H 4.155 -2.917 3.939
H 5.010 -3.381 2.457
H 3.762 -2.112 2.417
H 7.886 -1.406 4.287
H 10.000 -1.151 3.001
H 9.927 -1.096 0.508
H 7.734 -1.194 -0.640
H 5.318 -2.094 -0.275
H 3.449 -0.970 0.044
H 6.145 1.044 1.855
H 5.567 2.715 3.546
H 3.174 2.966 4.243
H 1.394 1.736 3.145
O 0.782 2.806 0.325
S -0.320 3.455 1.039
O -0.247 3.286 2.472
N -1.729 2.840 0.479
C -2.522 3.862 -0.021
S -4.060 3.713 -0.564
C -1.834 5.202 0.049
C -2.337 6.439 -0.306
C -1.550 7.562 -0.079
C -0.284 7.457 0.505
C 0.223 6.219 0.872
C -0.583 5.119 0.613
H -3.327 6.510 -0.743
H -1.928 8.540 -0.351
H 0.305 8.352 0.679
H 1.201 6.120 1.331
O 5.889 -3.775 -1.159
C 4.907 -4.326 -2.016
N 3.559 -3.955 -1.614
C 3.085 -4.306 -0.390
O 3.773 -4.923 0.415
C 1.700 -3.854 -0.048
C 0.910 -4.621 0.797
C -0.360 -4.173 1.100
C -0.780 -2.956 0.574
N -0.023 -2.193 -0.216
C 1.191 -2.660 -0.513
H 5.803 -4.252 -0.323
H 4.997 -5.408 -2.061
H 5.077 -3.909 -3.002
H 2.915 -3.618 -2.309
H 1.302 -5.548 1.203
H -1.019 -4.745 1.744
H -1.772 -2.568 0.807
H 1.794 -2.020 -1.155
C -3.445 2.380 5.160
C -3.208 2.676 3.697
N -2.650 1.472 3.075
C -1.674 0.702 3.679
N -0.996 -0.127 2.920
C -0.081 -1.075 3.579
C -0.473 -1.360 5.010
C -0.588 -0.034 5.727
N -1.568 0.800 5.034
C -2.136 1.933 5.773
H -4.186 1.586 5.260
H -3.815 3.266 5.677
H -2.528 3.522 3.596
H -4.134 2.919 3.180
H -2.555 1.537 2.072
H 0.941 -0.686 3.563
H -0.060 -1.995 3.000
H 0.264 -2.003 5.497
H -1.443 -1.865 5.040
H 0.390 0.461 5.759
H -0.929 -0.155 6.753
H -1.430 2.770 5.785
H -2.273 1.609 6.802
O -1.802 0.037 -0.797
S -2.938 0.463 -1.726
C -4.408 0.017 -0.812
C -5.653 0.174 -1.408
C -6.782 -0.183 -0.691
C -6.658 -0.678 0.608
C -5.407 -0.804 1.193
C -4.264 -0.453 0.479
C -2.992 -0.786 -2.994
C -2.805 -2.129 -2.681
C -2.870 -3.060 -3.701
C -3.121 -2.649 -5.013
C -3.296 -1.306 -5.308
C -3.223 -0.359 -4.289
H -5.744 0.577 -2.416
H -7.762 -0.066 -1.139
H -7.545 -0.956 1.166
H -5.311 -1.164 2.211
H -3.286 -0.521 0.935
H -2.609 -2.430 -1.658
H -2.734 -4.112 -3.479
H -3.177 -3.385 -5.806
H -3.482 -0.989 -6.328
H -3.347 0.701 -4.506

2.
109
Properties=species:S:1:pos:R:3 method="wB97M-V/def2-TZVPD" e_homo_ev="-2.419 / -2.601" lumo_ev="3.82 / 3.45" total_charge=-2 fmax_ev_per_a=1.799 spin_multiplicity=5 orbital_gap_ev="6.237 / 6.049"
Ru -0.260 -0.245 0.789
O 2.115 2.307 2.938
C 1.374 1.436 2.524
O 1.121 1.174 1.279
C 0.593 0.496 3.493
O 0.585 0.689 4.698
O -0.046 -0.433 2.861
Cl -3.172 -5.311 0.706
C -3.701 -3.032 -0.151
Cl -5.138 -2.692 0.761
Cl -3.970 -3.381 -1.828
C -2.603 -2.208 0.146
N -1.664 -1.607 0.417
C 5.428 -0.734 -7.718
C 4.668 -0.849 -6.420
C 5.320 -0.957 -5.201
C 4.625 -1.064 -3.995
C 5.451 -1.189 -2.735
C 3.213 -1.057 -3.980
Te 2.068 -1.372 -2.055
N 1.083 -1.538 0.250
C 1.073 -2.629 1.083
O 0.183 -2.923 1.877
C 2.307 -3.515 1.103
C 2.950 -3.655 2.332
C 4.056 -4.485 2.455
C 4.521 -5.191 1.352
C 3.877 -5.061 0.129
C 2.774 -4.225 0.002
C 2.967 0.380 -1.293
C 3.710 0.258 -0.118
C 4.336 1.354 0.445
C 4.216 2.595 -0.164
C 3.467 2.723 -1.322
C 2.827 1.629 -1.907
C 2.009 1.842 -3.157
C 2.557 -0.971 -5.222
C 1.049 -1.002 -5.329
C 3.281 -0.857 -6.409
H 6.500 -0.863 -7.559
H 5.271 0.244 -8.182
H 5.094 -1.492 -8.433
H 6.409 -0.961 -5.184
H 6.451 -1.570 -2.965
H 4.968 -1.859 -2.023
H 5.561 -0.221 -2.242
H 2.566 -3.104 3.182
H 4.551 -4.589 3.414
H 5.375 -5.853 1.450
H 4.234 -5.616 -0.732
H 2.267 -4.137 -0.943
H 3.778 -0.709 0.365
H 4.886 1.251 1.373
H 4.681 3.466 0.281
H 3.355 3.702 -1.780
H 1.580 2.848 -3.167
H 1.196 1.118 -3.208
H 2.620 1.716 -4.054
H 0.589 -0.773 -4.371
H 0.701 -1.998 -5.625
H 0.692 -0.288 -6.076
H 2.741 -0.778 -7.352
Cl -1.798 -0.834 -3.296
C -1.817 0.855 -2.931
C -2.408 1.726 -3.817
C -2.498 3.074 -3.502
C -2.017 3.525 -2.281
C -1.410 2.659 -1.393
Cl -0.803 3.313 0.076
C -1.244 1.258 -1.677
N -0.605 0.340 -0.939
H -2.807 1.341 -4.746
H -2.946 3.770 -4.200
H -2.102 4.570 -2.011
O -2.267 0.726 1.505
P -3.148 0.915 2.702
C -2.998 2.624 3.278
C -1.728 3.016 3.717
C -1.476 4.343 4.025
C -2.491 5.286 3.900
C -3.757 4.898 3.484
C -4.012 3.569 3.169
C -2.858 -0.164 4.104
C -2.852 0.332 5.406
C -2.540 -0.510 6.463
C -2.235 -1.840 6.214
C -2.259 -2.339 4.919
C -2.573 -1.507 3.860
C -4.874 0.677 2.222
C -5.291 1.214 1.003
C -6.601 1.046 0.584
C -7.495 0.332 1.374
C -7.082 -0.209 2.584
C -5.772 -0.032 3.014
H -0.938 2.278 3.825
H -0.485 4.634 4.350
H -2.293 6.327 4.129
H -4.545 5.635 3.394
H -4.999 3.271 2.835
H -3.061 1.379 5.583
H -2.499 -0.118 7.471
H -1.959 -2.492 7.035
H -1.998 -3.372 4.720
H -2.552 -1.898 2.849
H -4.571 1.743 0.385
H -6.924 1.457 -0.364
H -8.514 0.186 1.038
H -7.775 -0.783 3.187
H -5.438 -0.459 3.952

3.
14
Properties=species:S:1:pos:R:3 method="wB97M-V/def2-TZVPD" e_homo_ev=-10.042 relative_energy_kcal_mol=86.1 lumo_ev=0.41 total_charge=0 fmax_ev_per_a=4.539 orbital_gap_ev=10.449
C 2.718 -0.175 0.477
C 1.573 -1.560 -1.249
C -0.222 1.092 -1.321
C 1.687 -0.580 -0.358
C 0.203 0.713 -0.141
C -0.234 0.973 1.239
N 3.370 0.269 1.307
H 0.632 -1.672 -1.881
H 2.429 -2.153 -1.597
H -1.103 1.655 -1.494
H 0.175 0.512 -2.145
H 0.499 0.756 2.048
H -1.102 0.216 1.332
H -0.710 2.007 1.428

4.
59
Properties=species:S:1:pos:R:3 method="wB97M-V/def2-TZVPD" e_homo_ev="-13.483 / -13.484" lumo_ev="-8.87 / -8.87" total_charge=+2 fmax_ev_per_a=2.232 orbital_gap_ev="4.612 / 4.612"
Ru -1.579 -1.503 0.207
N -1.965 -2.167 2.238
C -2.673 -3.464 2.206
C -3.379 -3.645 0.866
O -4.132 -4.525 0.627
O -3.028 -2.694 -0.044
H -1.104 -2.250 2.768
H -2.540 -1.444 2.664
H -3.412 -3.556 2.999
H -1.955 -4.279 2.294
C -2.783 -1.841 -5.111
N -2.139 -1.345 -3.893
C -1.368 -0.211 -3.788
C -1.021 -0.094 -2.483
N -1.583 -1.150 -1.793
C -2.255 -1.884 -2.683
H -2.231 -1.483 -5.974
H -3.809 -1.481 -5.162
H -2.780 -2.927 -5.109
H -1.126 0.404 -4.637
H -0.387 0.630 -2.001
H -2.806 -2.782 -2.463
C 2.879 4.381 1.493
C 1.590 3.666 1.278
C 0.732 4.022 0.233
C -0.447 3.351 0.005
C -1.354 3.824 -1.099
C -0.762 2.219 0.833
C -1.832 1.430 0.422
O -2.212 0.297 0.906
C 0.061 1.917 1.976
C -0.325 0.904 3.011
C 1.211 2.640 2.158
H 3.056 5.148 0.744
H 3.707 3.668 1.479
H 2.891 4.850 2.480
H 0.990 4.862 -0.399
H -0.988 4.763 -1.506
H -2.368 3.992 -0.733
H -1.409 3.110 -1.923
H -2.448 1.826 -0.388
H -1.370 1.023 3.303
H 0.300 1.012 3.894
H -0.198 -0.106 2.625
H 1.839 2.428 3.015
I 7.235 -1.448 0.184
C 5.157 -1.500 0.257
C 4.516 -2.628 0.762
C 3.135 -2.660 0.807
C 2.401 -1.561 0.359
C 3.051 -0.431 -0.145
C 4.430 -0.403 -0.202
C 0.950 -1.591 0.400
O 0.266 -2.629 0.694
O 0.245 -0.557 0.140
H 5.092 -3.471 1.114
H 2.620 -3.531 1.190
H 2.468 0.413 -0.492
H 4.944 0.459 -0.604

5.
83
Properties=species:S:1:pos:R:3 method="wB97M-V/def2-TZVPD" e_homo_ev=-10.541 relative_energy_kcal_mol=1.3 lumo_ev=-2.07 total_charge=+1 fmax_ev_per_a=0.236 orbital_gap_ev=8.470
Rb 0.068 0.054 -0.043
N 1.346 2.021 3.270
P 2.165 0.639 2.669
C 1.937 -0.596 3.995
C 1.281 -1.778 3.669
C 0.998 -2.728 4.643
C 1.370 -2.493 5.957
C 2.029 -1.313 6.295
C 2.313 -0.373 5.319
C 3.908 1.128 2.875
C 4.314 2.421 2.540
C 5.652 2.781 2.609
C 6.603 1.848 2.996
C 6.211 0.555 3.310
C 4.872 0.195 3.250
P -0.145 2.388 2.474
C -0.657 3.875 3.397
C -1.457 4.797 2.728
C -1.920 5.932 3.378
C -1.571 6.161 4.699
C -0.761 5.252 5.372
C -0.310 4.113 4.727
C -1.216 1.090 3.222
C -2.223 0.516 2.451
C -3.049 -0.472 2.977
C -2.866 -0.899 4.283
C -1.867 -0.329 5.064
C -1.051 0.658 4.538
H 1.897 2.808 3.590
H 0.965 -1.952 2.645
H 0.479 -3.640 4.377
H 1.151 -3.225 6.723
H 2.322 -1.134 7.321
H 2.826 0.546 5.584
H 3.588 3.155 2.208
H 5.950 3.790 2.357
H 7.647 2.127 3.051
H 6.948 -0.178 3.613
H 4.577 -0.813 3.514
H -1.713 4.628 1.688
H -2.544 6.641 2.850
H -1.923 7.049 5.208
H -0.487 5.434 6.403
H 0.310 3.403 5.262
H -2.390 0.850 1.430
H -3.837 -0.900 2.370
H -3.503 -1.671 4.696
H -1.722 -0.659 6.084
H -0.262 1.084 5.144
C -3.978 0.095 -1.114
C -3.139 0.101 -2.352
N -1.837 0.066 -2.352
C -1.335 0.136 -3.637
C -2.283 0.216 -4.609
S -3.840 0.207 -3.915
C 0.118 0.120 -3.882
C 0.703 0.084 -5.111
S 2.400 0.101 -4.951
C 2.239 0.143 -3.244
N 1.005 0.148 -2.829
C 3.422 0.169 -2.330
H -3.412 -0.334 -0.288
H -4.891 -0.484 -1.250
H -4.266 1.111 -0.838
H -2.141 0.282 -5.674
H 0.227 0.047 -6.076
H 4.357 0.195 -2.885
H 3.428 -0.719 -1.696
H 3.382 1.049 -1.688
F -3.182 -6.777 1.422
C -1.910 -6.541 1.757
F -1.177 -7.588 1.361
F -1.845 -6.491 3.098
C -1.398 -5.254 1.157
C -0.035 -5.018 1.104
C 0.397 -3.807 0.593
N -0.430 -2.857 0.152
C -1.737 -3.111 0.198
C -2.273 -4.290 0.692
H 0.678 -5.756 1.446
H 1.458 -3.588 0.539
H -2.393 -2.339 -0.187
H -3.342 -4.447 0.706

6.
21
Properties=species:S:1:pos:R:3 method="wB97M-V/def2-TZVPD" e_homo_ev=-9.440 relative_energy_kcal_mol=72.2 lumo_ev=0.84 total_charge=0 fmax_ev_per_a=6.015 orbital_gap_ev=10.280
O -2.889 -0.591 0.269
C -2.085 0.153 0.630
C -0.635 0.029 0.192
C 0.312 -0.688 1.338
C 1.827 -0.498 1.303
C 2.422 -0.938 0.006
N -0.094 1.368 -0.167
H -2.415 0.999 1.342
H -0.787 -0.632 -0.764
H 0.009 -1.674 1.217
H -0.218 -0.294 2.204
H 2.142 0.533 1.582
H 2.202 -0.986 2.067
H 2.429 -2.061 0.004
H 1.852 -0.428 -0.896
H 3.465 -0.498 -0.127
H -0.111 2.106 0.639
H 0.830 1.333 -0.452
H -0.403 0.608 -2.632
H 0.385 1.694 -2.659
O 0.417 0.762 -2.914

7.
59
Properties=species:S:1:pos:R:3 method="wB97M-V/def2-TZVPD" e_homo_ev=-8.319 relative_energy_kcal_mol=213.2 lumo_ev=-0.52 total_charge=0 fmax_ev_per_a=6.087 orbital_gap_ev=7.801
C 2.129 3.144 6.310
C 1.617 2.294 5.017
O 0.454 1.781 5.078
N 2.452 2.086 3.822
C 2.804 0.609 3.750
C 3.192 0.315 2.194
C 2.655 -1.135 1.743
C 1.507 -1.111 0.622
C 0.245 -0.176 1.008
C -1.103 -0.818 1.455
N -2.308 -0.130 1.790
C -2.082 1.285 1.649
C -3.317 2.236 1.957
C -3.220 3.784 1.870
C -1.847 4.484 1.483
C -0.660 3.551 1.160
C -0.760 1.970 1.228
N 0.426 1.234 0.878
H 3.253 3.401 6.239
H 1.939 2.479 7.236
H 1.483 4.101 6.332
H 3.314 2.642 3.987
H 3.721 0.440 4.419
H 1.926 -0.067 4.040
H 4.352 0.251 2.183
H 2.919 1.170 1.490
H 3.555 -1.696 1.273
H 2.376 -1.729 2.686
H 1.875 -0.759 -0.415
H 1.095 -2.185 0.493
H -1.136 -1.971 1.514
H -4.329 1.801 2.248
H -4.136 4.443 2.089
H -1.713 5.621 1.436
H 0.334 4.048 0.850
C -2.299 -4.380 -4.542
O -2.089 -3.155 -5.229
C -2.932 -2.100 -4.757
C -2.094 -1.020 -4.071
N -1.554 -1.502 -2.799
C -0.549 -0.612 -2.214
C 0.766 -0.432 -2.988
O 1.566 -1.608 -3.050
C 1.248 -2.483 -4.122
H -1.701 -5.150 -5.033
H -1.974 -4.305 -3.501
H -3.351 -4.678 -4.587
H -3.727 -2.468 -4.100
H -3.409 -1.662 -5.639
H -2.720 -0.141 -3.888
H -1.291 -0.735 -4.758
H -1.130 -2.412 -2.944
H -0.305 -1.023 -1.232
H -1.001 0.371 -2.039
H 1.365 0.303 -2.436
H 0.616 -0.003 -3.985
H 0.881 -1.949 -5.003
H 0.519 -3.228 -3.797
H 2.157 -3.020 -4.400

8.
26
Properties=species:S:1:pos:R:3 method="wB97M-V/def2-TZVPD" e_homo_ev=-11.702 relative_energy_kcal_mol=109.3 lumo_ev=-3.03 total_charge=+1 fmax_ev_per_a=4.411 orbital_gap_ev=8.672
C 2.489 0.049 1.563
C 2.502 -0.593 2.773
C 1.513 0.139 0.683
C 1.735 -1.670 2.936
C 0.241 -0.684 0.572
C -1.016 0.047 0.246
C -0.594 0.589 -2.253
C -2.244 1.853 -1.015
N -1.029 1.022 -0.826
O 1.251 -2.701 2.959
O 0.407 -1.705 -0.439
O -1.921 -0.936 -0.400
H 3.326 0.683 1.423
H 3.170 -0.214 3.623
H 1.800 0.726 -0.153
H -0.035 -1.208 1.508
H -0.041 1.326 -2.855
H 0.150 -0.191 -2.147
H -1.472 0.260 -2.766
H -3.106 1.180 -1.315
H -2.617 2.433 -0.195
H -2.108 2.556 -1.956
H -0.233 1.651 -0.472
H -2.191 -1.547 0.382
H 1.208 -1.581 -0.999
H -1.186 -1.484 -0.876